one) Here is C8H13I2N2Pd as an isolated structure from the OMol25 dataset. Energies are from ωB97M-V/def2-TZVPD.

Cartesian coordinates (Å):
Pd1 0.62 -0.90 0.97
I1 2.88 -2.44 0.54
C1 3.34 -2.05 2.63
I2 1.81 -0.76 3.47
H1 4.31 -1.56 2.70
H2 3.33 -3.00 3.16
C2 0.92 1.28 0.02
C3 -0.10 1.74 -0.85
C4 -0.10 1.48 -2.25
C5 -1.00 2.08 -3.12
C6 -2.09 2.82 -2.67
C7 -2.10 3.09 -1.30
C8 -1.23 2.49 -0.41
H3 0.99 1.80 0.99
H4 1.88 1.04 -0.46
H5 0.61 0.75 -2.63
H6 -0.82 2.06 -4.19
H7 -2.81 3.26 -3.34
H8 -2.78 3.88 -0.95
H9 -1.42 2.55 0.66
N1 -0.55 -3.76 1.23
N2 -1.16 -2.54 1.08
H10 -0.59 -4.40 0.44
H11 -0.50 -4.16 2.16
H12 -1.72 -2.25 1.91
H13 -1.73 -2.50 0.22

Calculated values
- multiplicity = 5
- LUMO (alpha / beta) (eV) = -10.049 / -13.601
- highest occupied orbital energy (alpha / beta) (eV) = -18.24 / -19.41
- frontier orbital gap (alpha / beta) (eV) = 8.190 / 5.812
- total charge = +3



two) Here is C8H13I2N2Pd as an isolated structure from the OMol25 dataset. Energies are from ωB97M-V/def2-TZVPD.

Cartesian coordinates (Å):
Pd1 -1.58 0.32 0.60
I1 -3.75 1.86 0.54
C1 -4.90 0.51 -0.64
I2 -3.89 -1.34 -0.76
H1 -5.00 0.95 -1.62
H2 -5.85 0.38 -0.13
C2 -0.19 -1.56 -0.38
C3 1.20 -1.51 -0.71
C4 1.63 -1.21 -2.02
C5 3.01 -1.36 -2.41
C6 3.98 -1.69 -1.49
C7 3.58 -1.99 -0.20
C8 2.21 -1.85 0.21
H3 -0.47 -2.08 0.53
H4 -0.88 -1.64 -1.21
H5 0.93 -0.86 -2.76
H6 3.25 -1.26 -3.46
H7 5.02 -1.80 -1.79
H8 4.29 -2.39 0.52
H9 1.97 -2.03 1.25
N1 -1.24 3.86 2.50
N2 -0.46 2.80 2.59
H10 -0.97 4.60 1.85
H11 -1.84 4.11 3.28
H12 -0.56 2.28 3.46
H13 0.50 2.92 2.26

Calculated values
- multiplicity = 5
- LUMO (alpha / beta) (eV) = -9.636 / -13.345
- highest occupied orbital energy (alpha / beta) (eV) = -18.01 / -18.66
- frontier orbital gap (alpha / beta) (eV) = 8.372 / 5.314
- total charge = +3



If we sort the structures by their calculated energies, the order from most to least stable is two), one).



one) Here is one molecule with the formula C3H4ClF from the OMol25 dataset. Energies are from ωB97M-V/def2-TZVPD.

Cartesian coordinates (Å):
F1 0.62 1.93 -0.15
C1 0.59 0.58 -0.06
Cl1 2.12 -0.01 0.06
C2 -0.22 -0.50 -0.67
C3 -0.51 -0.01 0.71
H1 0.29 -1.45 -0.78
H2 -1.21 -0.25 -1.32
H3 -0.24 -0.94 1.35
H4 -1.44 0.66 0.85

Calculated values
- multiplicity = 1
- structure (SMILES) = FC1(Cl)CC1
- LUMO (eV) = 0.959
- highest occupied orbital energy (eV) = -10.05
- frontier orbital gap (eV) = 11.009



two) Here is a 2-piece molecular cluster, C3H4ClF overall from the OMol25 dataset. Energies are from ωB97M-V/def2-TZVPD.

Cartesian coordinates (Å):
C1 -2.02 -0.33 0.45
C2 -0.82 0.00 -0.05
C3 0.21 0.69 -0.51
F1 1.04 1.53 0.16
H1 -2.94 0.37 0.38
H2 -2.30 -1.33 0.72
H3 0.29 0.96 -1.50
Cl1 2.91 -1.43 -0.03
H4 3.63 -0.46 0.37

Calculated values
- multiplicity = 1
- structure (SMILES) = C=C=CF.Cl
- LUMO (eV) = 0.779
- highest occupied orbital energy (eV) = -9.73
- frontier orbital gap (eV) = 10.505



three) Here is one molecule with the formula C3H4ClF from the OMol25 dataset. Energies are from ωB97M-V/def2-TZVPD.

Cartesian coordinates (Å):
F1 -0.57 1.72 0.64
C1 0.16 0.79 0.05
C2 -0.63 -0.24 -0.63
C3 0.25 -0.48 0.68
Cl1 1.76 -1.35 0.22
H1 1.05 1.18 -0.35
H2 -0.25 -0.51 -1.58
H3 -1.68 -0.55 -0.72
H4 -0.09 -0.55 1.70

Calculated values
- multiplicity = 1
- structure (SMILES) = F[C@@H]1C[C@H]1Cl
- LUMO (eV) = 1.133
- highest occupied orbital energy (eV) = -10.10
- frontier orbital gap (eV) = 11.232



If we sort the structures by their calculated energies, the order from most to least stable is three), one), two).



one) Here is one molecule with the formula C5H13NO2 from the OMol25 dataset. Energies are from ωB97M-V/def2-TZVPD.

Cartesian coordinates (Å):
C1 1.29 1.93 1.18
N1 1.41 0.49 1.07
C2 -0.10 -0.37 0.90
C3 0.09 -0.78 -0.49
C4 0.17 0.21 -1.62
O1 0.87 -1.91 -0.63
C5 -1.71 -1.35 -0.41
O2 -2.65 -0.32 -0.60
H1 0.97 2.25 2.18
H2 0.55 2.31 0.47
H3 2.23 2.44 0.95
H4 2.00 0.11 1.81
H5 -0.83 0.41 1.11
H6 0.00 -1.17 1.62
H7 1.18 0.61 -1.71
H8 -0.53 1.03 -1.48
H9 -0.06 -0.30 -2.57
H10 1.67 -1.68 -1.14
H11 -1.69 -1.96 -1.31
H12 -1.99 -2.02 0.42
H13 -2.88 0.07 0.25

Calculated values
- multiplicity = 1
- structure (SMILES) = CNC[C@@](C)(O)CO
- LUMO (eV) = 0.799
- highest occupied orbital energy (eV) = -8.25
- frontier orbital gap (eV) = 9.048



two) Here is C5H13NO2 as an isolated structure from the OMol25 dataset. Energies are from ωB97M-V/def2-TZVPD.

Cartesian coordinates (Å):
C1 0.60 0.42 -0.07
C2 0.68 -1.06 0.07
C3 -1.92 0.03 0.87
C4 -1.46 -0.26 -1.51
C5 0.81 1.24 1.19
N1 -0.92 -0.18 -0.16
O1 1.17 0.88 -1.16
O2 2.76 -0.96 -0.66
H1 2.28 -0.09 -1.08
H2 3.42 -0.63 -0.04
H3 0.63 -1.68 -0.81
H4 0.74 -1.53 1.04
H5 -2.38 1.02 0.78
H6 -1.50 -0.07 1.87
H7 -2.71 -0.72 0.77
H8 -2.08 -1.16 -1.62
H9 -0.65 -0.28 -2.23
H10 -2.07 0.62 -1.73
H11 0.56 0.73 2.12
H12 0.20 2.14 1.13
H13 1.86 1.53 1.23

Calculated values
- multiplicity = 1
- LUMO (eV) = 0.685
- highest occupied orbital energy (eV) = -8.63
- frontier orbital gap (eV) = 9.316



three) Here is a 2-piece molecular cluster, C5H13NO2 overall from the OMol25 dataset. Energies are from ωB97M-V/def2-TZVPD.

Cartesian coordinates (Å):
C1 1.74 -0.80 -0.61
C2 0.22 -0.82 -0.76
C3 -0.23 -2.09 -1.50
O1 -0.17 0.35 -1.47
C4 -0.53 -0.85 0.63
O2 -0.22 -1.56 1.55
H1 2.06 0.16 -0.21
H2 2.22 -0.95 -1.57
H3 2.04 -1.58 0.09
H4 -1.32 -2.13 -1.57
H5 0.12 -2.97 -0.97
H6 0.19 -2.09 -2.51
H7 -1.02 0.22 -1.92
H8 -1.52 -0.36 0.56
C5 -0.92 2.59 1.59
N1 0.27 1.81 1.32
H9 -0.95 2.87 2.65
H10 -1.86 2.07 1.34
H11 -0.88 3.51 1.00
H12 0.34 1.54 0.33
H13 0.42 1.09 2.02

Calculated values
- multiplicity = 1
- structure (SMILES) = CC(C)(O)C=O.CN
- LUMO (eV) = 0.684
- highest occupied orbital energy (eV) = -8.89
- frontier orbital gap (eV) = 9.570



four) Here is C5H13NO2 as an isolated structure from the OMol25 dataset. Energies are from ωB97M-V/def2-TZVPD.

Cartesian coordinates (Å):
C1 -0.69 0.13 -0.47
C2 2.27 -0.83 1.63
C3 -1.33 -0.62 0.69
C4 -1.30 -0.32 -1.82
C5 -0.80 1.65 -0.30
N1 0.71 -0.37 -0.57
O1 1.60 0.23 0.98
O2 1.51 0.45 -1.23
H1 2.04 0.61 -0.08
H2 3.11 -0.42 2.19
H3 2.64 -1.57 0.90
H4 1.59 -1.32 2.33
H5 -0.30 2.16 -1.12
H6 -1.19 -1.69 0.58
H7 -0.89 -0.30 1.63
H8 -2.40 -0.41 0.73
H9 -0.83 0.20 -2.65
H10 -1.19 -1.39 -1.96
H11 -2.37 -0.08 -1.81
H12 -0.33 1.95 0.63
H13 -1.85 1.94 -0.28

Calculated values
- multiplicity = 1
- LUMO (alpha / beta) (eV) = 0.064 / 0.064
- highest occupied orbital energy (alpha / beta) (eV) = -9.00 / -9.00
- frontier orbital gap (alpha / beta) (eV) = 9.066 / 9.065



If we sort the structures by their calculated energies, the order from most to least stable is three), two), one), four).



one) Here is a 3-piece molecular cluster, C5H13NO2 overall from the OMol25 dataset. Energies are from ωB97M-V/def2-TZVPD.

Cartesian coordinates (Å):
C1 0.38 -1.19 -2.46
C2 0.50 -1.44 -1.09
C3 -0.34 -1.54 0.17
C4 -0.97 -0.54 0.77
C5 -1.26 -0.76 2.26
N1 -1.35 0.66 0.18
H1 1.20 -1.24 -3.04
H2 -0.52 -0.86 -3.01
H3 1.54 -1.63 -0.67
H4 -0.01 -2.45 0.67
H5 -0.51 -1.58 2.59
H6 -2.28 -1.22 2.43
H7 -0.98 0.15 2.88
H8 -1.19 1.68 0.69
H9 -1.40 0.78 -0.80
O1 1.10 2.31 -2.62
H10 2.03 2.21 -2.82
H11 0.75 1.66 -3.25
O2 1.13 1.68 2.71
H12 1.66 1.15 2.13
H13 0.52 2.17 2.27

Calculated values
- multiplicity = 1
- structure (SMILES) = C=C/C=C(/C)N.O.O
- LUMO (eV) = 0.609
- highest occupied orbital energy (eV) = -8.12
- frontier orbital gap (eV) = 8.728



two) Here is a 3-piece molecular cluster, C5H13NO2 overall from the OMol25 dataset. Energies are from ωB97M-V/def2-TZVPD.

Cartesian coordinates (Å):
C1 1.19 -2.14 -0.33
C2 1.09 -1.06 -1.28
N1 1.07 -0.30 -2.17
H1 0.93 -3.08 -0.82
H2 2.21 -2.20 0.06
H3 0.52 -1.94 0.50
C3 -2.48 0.37 -1.08
O1 -2.75 0.98 0.17
C4 -1.99 0.42 1.22
H4 -1.43 0.46 -1.35
H5 -2.74 -0.70 -1.06
H6 -3.12 0.86 -1.81
H7 -0.91 0.50 1.03
H8 -2.22 0.98 2.12
H9 -2.23 -0.65 1.36
C5 2.36 1.35 0.89
O2 1.33 0.73 0.15
H10 3.34 1.28 0.40
H11 2.41 0.86 1.87
H12 2.12 2.40 1.08
H13 1.29 0.90 -0.94

Calculated values
- multiplicity = 1
- structure (SMILES) = CC#N.COC.CO
- LUMO (eV) = 0.710
- highest occupied orbital energy (eV) = -9.50
- frontier orbital gap (eV) = 10.205



If we sort the structures by their calculated energies, the order from most to least stable is two), one).



one) Here is a 2-piece molecular cluster, C5H13NO2 overall from the OMol25 dataset. Energies are from ωB97M-V/def2-TZVPD.

Cartesian coordinates (Å):
C1 -0.07 -2.05 0.99
N1 -0.17 -0.63 1.11
C2 -0.68 0.07 -0.04
C3 0.27 0.20 -1.23
C4 -1.10 1.48 0.44
C5 -2.28 1.34 1.37
O1 -2.47 2.03 2.34
H1 -1.07 -2.46 0.85
H2 0.19 -2.44 1.96
H3 0.59 -2.45 0.22
H4 0.64 -0.15 1.49
H5 -1.63 -0.38 -0.35
H6 0.74 1.20 -1.25
H7 1.18 -0.39 -1.21
H8 -0.13 0.11 -2.23
H9 -0.27 1.94 0.97
H10 -1.39 2.13 -0.39
H11 -3.04 0.60 1.04
O2 3.28 -0.08 -1.72
H12 3.78 -0.77 -2.19
H13 3.62 0.71 -2.16

Calculated values
- multiplicity = 1
- structure (SMILES) = CN[C@H](C)CC=O.O
- LUMO (eV) = 0.554
- highest occupied orbital energy (eV) = -8.78
- frontier orbital gap (eV) = 9.333



two) Here is one molecule with the formula C5H13NO2 from the OMol25 dataset. Energies are from ωB97M-V/def2-TZVPD.

Cartesian coordinates (Å):
C1 0.90 1.46 2.70
C2 -0.09 1.77 1.54
N1 -0.61 0.47 1.00
C3 0.03 -0.01 -0.27
C4 -0.67 0.46 -1.54
O1 -0.26 -0.25 -2.66
C5 0.00 -1.52 0.08
O2 0.80 -2.37 -0.81
H1 1.85 1.21 2.33
H2 0.61 0.63 3.30
H3 1.18 2.42 3.22
H4 -0.98 2.20 2.18
H5 0.22 2.55 0.98
H6 -1.63 0.47 0.82
H7 1.05 0.27 -0.26
H8 -0.46 1.51 -1.80
H9 -1.76 0.56 -1.40
H10 -0.73 -1.10 -2.95
H11 0.23 -1.89 1.11
H12 -1.06 -1.94 -0.11
H13 0.48 -2.29 -1.87

Calculated values
- multiplicity = 1
- structure (SMILES) = CCNC(CO)CO
- LUMO (eV) = 0.494
- highest occupied orbital energy (eV) = -8.97
- frontier orbital gap (eV) = 9.462



If we sort the structures by their calculated energies, the order from most to least stable is one), two).



one) Here is a 2-piece molecular cluster, C5H13NO2 overall from the OMol25 dataset. Energies are from ωB97M-V/def2-TZVPD.

Cartesian coordinates (Å):
C1 -1.01 0.09 -2.83
N1 -0.46 -0.78 -1.77
C2 0.38 -0.06 -0.81
C3 -0.39 0.92 0.07
C4 -1.24 0.18 1.11
C5 -0.39 -0.43 2.18
O1 -0.26 -1.57 2.54
H1 -0.33 0.27 -3.68
H2 -1.95 -0.32 -3.19
H3 -1.18 1.10 -2.46
H4 0.18 -1.39 -2.25
H5 1.29 0.40 -1.20
H6 0.78 -0.79 -0.12
H7 0.31 1.64 0.50
H8 -1.11 1.50 -0.51
H9 -1.82 -0.57 0.58
H10 -1.90 0.87 1.64
H11 0.20 0.37 2.69
O2 3.17 -0.16 2.36
H12 2.42 -0.18 2.97
H13 3.32 -1.09 2.16

Calculated values
- multiplicity = 1
- structure (SMILES) = CNCCCC=O.O
- LUMO (eV) = 0.881
- highest occupied orbital energy (eV) = -9.27
- frontier orbital gap (eV) = 10.148



two) Here is a 2-piece molecular cluster, C5H13NO2 overall from the OMol25 dataset. Energies are from ωB97M-V/def2-TZVPD.

Cartesian coordinates (Å):
C1 2.02 -0.81 0.47
C2 0.69 -0.07 0.46
C3 0.51 0.59 -1.13
O1 0.75 0.94 1.39
C4 -0.49 -1.02 0.74
N1 -0.60 -2.06 -0.26
H1 1.96 -1.70 -0.15
H2 2.25 -1.10 1.50
H3 2.82 -0.15 0.12
H4 1.22 1.41 -1.19
H5 0.87 -0.24 -1.72
H6 -0.44 0.77 -1.61
H7 -0.10 1.48 1.35
H8 -0.28 -1.50 1.71
H9 -1.40 -0.41 0.87
H10 -1.26 -2.77 0.04
H11 -0.94 -1.68 -1.14
C5 -1.89 2.08 -0.38
O2 -1.53 2.28 0.76
H12 -2.51 1.20 -0.64
H13 -1.66 2.76 -1.20

Calculated values
- multiplicity = 1
- structure (SMILES) = CC(C)(O)CN.C=O
- LUMO (eV) = 0.278
- highest occupied orbital energy (eV) = -9.27
- frontier orbital gap (eV) = 9.543



If we sort the structures by their calculated energies, the order from most to least stable is one), two).